Computed, not measured: a cluster of 2 separate species, C3H11NO2S in total in a non-equilibrium geometry, with wB97M-V/def2-TZVPD.

Geometry as XYZ:
```
18
Properties=species:S:1:pos:R:3:forces:R:3
C -0.1463 -0.4986 -0.5610 0.0777 0.4288 0.8770
C -0.8578 -0.9369 -1.8146 0.3064 -0.6401 -1.0703
S 0.1877 -2.0773 -2.8212 -0.1559 0.1523 0.0757
N -1.0717 -0.1798 0.5299 -0.1726 -0.6562 -0.7544
C -0.6495 -0.3602 1.8651 0.6903 -0.1296 -0.0106
O -0.1048 0.8598 2.3819 -0.1071 0.1862 0.2703
H 0.4955 -1.3080 -0.1963 -0.0580 0.1238 -0.2274
H 0.4708 0.3740 -0.7670 0.4230 -0.0526 -0.2073
H -1.1288 -0.1710 -2.5373 -0.0065 0.4262 0.4074
H -1.7679 -1.4774 -1.6167 -0.2627 -0.2718 0.3874
H 0.6812 -1.1305 -3.6264 0.1123 -0.0563 -0.0200
H -1.4661 0.7277 0.3893 -0.3704 0.4421 0.1663
H -1.4729 -0.7338 2.4673 -0.2236 0.2974 0.3911
H 0.1481 -1.1097 1.9046 -0.1691 -0.1961 -0.1982
H -0.1974 0.8704 3.3411 -0.0033 -0.0293 -0.0786
H 2.4073 1.7538 0.8028 -0.1283 -0.0566 -0.1428
H 2.2032 3.1569 0.2783 -0.0330 -0.1303 -0.1574
O 2.2697 2.2407 -0.0199 0.0809 0.1623 0.2917
```
Positions in Å, forces in eV/Å.

Calculated values
**Total charge**: 0
**SMILES**: OCNCCS.O

***

Computed, not measured: a cluster of 21 separate species, C72H126O51S6 in total in a non-equilibrium geometry, with wB97M-V/def2-TZVPD.

Geometry as XYZ:
```
255
Properties=species:S:1:pos:R:3:forces:R:3
C -3.8841 0.4605 2.0272 -0.2434 -0.4049 0.3537
C -4.1904 1.0741 3.3949 0.5555 0.3292 -1.6315
C -3.2465 2.2582 3.7569 -0.4901 -1.9793 0.4324
O -4.1535 3.1695 4.3348 1.5689 0.3647 0.6809
C -5.3876 2.8924 3.9544 -1.9233 2.6308 0.4423
O -6.2762 3.6902 4.1546 0.4478 -1.4820 -0.3280
O -5.4644 1.7396 3.3233 -0.3685 -1.2362 -0.1748
H -2.8283 0.2024 1.9453 0.2503 0.5259 -0.0938
H -4.2662 1.1237 1.2512 0.4178 0.1102 -0.1672
H -4.3388 -0.5189 1.8785 -0.4563 -0.0124 0.2780
H -4.1852 0.2824 4.1441 -0.1638 0.2752 0.2479
H -2.7180 2.7409 2.9349 0.0094 -0.2330 -0.0830
H -2.5890 1.7808 4.4835 0.5192 0.9815 0.1221
C 4.4912 4.9911 3.8451 -0.1789 -0.3672 0.6333
C 3.3515 4.9492 2.8490 0.7013 -0.3505 0.9319
C 2.2905 3.8600 3.1487 2.2334 0.4509 -0.0374
O 1.1662 4.5755 3.5048 -1.8490 1.9988 -0.1672
C 1.3533 5.9533 3.3311 -2.7297 1.0158 0.0574
O 0.4745 6.8345 3.3904 3.1637 -3.5241 -0.0808
O 2.6429 6.1530 3.0656 -0.2947 1.2362 -0.9583
H 4.0553 5.0396 4.8429 -0.1333 -0.2213 0.1690
H 5.1146 5.8847 3.8134 0.1067 -0.1480 -0.6108
H 5.0689 4.0687 3.7852 0.2894 0.1052 -0.0310
H 3.7500 4.8018 1.8452 -0.3158 0.7160 -0.2498
H 2.6699 3.3288 4.0217 -0.4181 -0.6334 -0.1674
H 2.2107 3.2701 2.2356 -0.6940 -0.3733 0.3224
C 4.6498 -0.8289 1.0651 0.7443 -0.7343 1.8338
C 4.9117 -0.4640 2.6141 -1.2933 -0.3371 -2.6451
C 4.5488 0.9071 3.0371 0.3898 0.7814 0.8877
O 4.1084 0.6563 4.4041 -0.5663 0.0118 0.9247
C 3.6154 -0.6291 4.4524 -1.5488 0.1406 2.5179
O 2.9628 -1.2030 5.3297 1.6730 2.2707 -1.3645
O 3.9412 -1.2092 3.3640 0.6497 -2.5308 -2.3472
H 3.5875 -0.8122 0.8217 0.0554 0.1320 0.2740
H 5.0046 -1.8588 1.0259 -0.2109 -0.1975 -0.3091
H 5.1940 -0.3139 0.2734 0.1629 0.4753 0.5287
H 5.8916 -0.7408 3.0031 0.1244 -0.0878 -0.3498
H 3.7488 1.4188 2.5020 0.0029 -0.3607 -0.1318
H 5.4573 1.5094 3.0402 -0.2127 0.3506 0.3141
C -8.1722 -3.7570 -4.9553 -0.6942 -1.7578 0.5877
C -7.2398 -2.9179 -5.7676 -0.8246 -1.0698 -0.3167
C -7.2030 -1.5152 -5.2336 -2.6417 -1.2163 1.1226
O -5.9095 -1.3359 -4.8233 3.6744 1.0394 -0.2469
C -5.1226 -2.4226 -5.0564 -0.4893 -1.7651 -1.0468
O -3.9553 -2.6072 -4.8238 -1.5201 1.0630 0.0845
O -5.9087 -3.3970 -5.6709 1.3486 1.1319 0.8938
H -8.2695 -4.7748 -5.3331 0.0940 -0.0186 -0.4689
H -9.1975 -3.3955 -4.8762 0.1003 0.4768 -0.2764
H -7.8613 -3.9408 -3.9269 0.3941 0.6301 0.1161
H -7.5117 -2.9885 -6.8208 0.0066 0.2169 -0.0711
H -7.7293 -1.5084 -4.2791 -0.6734 0.1581 -0.1574
H -7.7634 -0.8938 -5.9321 1.2051 1.0543 -0.0800
C -0.9090 -0.1503 -1.3874 0.5401 1.1789 0.1348
C 0.2087 0.0592 -0.3465 -0.3445 -0.7310 -2.4758
C 0.0253 1.0486 0.7625 -1.1461 2.1551 -2.8759
O 0.5079 0.4097 1.8587 0.4909 0.7039 2.1864
C 0.5710 -0.8757 1.6595 -0.2351 -1.9921 -1.7599
O 0.8124 -1.6760 2.5035 0.1185 -0.4907 -0.0613
O 0.3103 -1.1683 0.2933 0.6433 -1.0511 4.0394
H -1.8932 -0.2592 -0.9319 -0.0008 0.1047 0.2855
H -0.7433 -1.0346 -2.0028 0.3086 0.1198 0.0944
H -0.9065 0.7485 -2.0042 -0.2932 -0.0121 -0.3079
H 1.1796 0.2000 -0.8217 -0.0275 0.3466 -0.4141
H -1.0277 1.3288 0.7938 -0.2684 -0.1380 0.7777
H 0.5615 1.9657 0.5187 0.1924 -0.0513 0.3707
C -2.3592 0.1678 -5.9860 -0.4460 -0.0338 -0.9984
C -1.7125 0.3210 -7.3886 0.4329 -0.2128 1.7736
C -2.1242 1.5625 -8.1478 -3.0632 -0.8089 1.2410
O -0.9687 2.1554 -8.5601 -0.9338 2.3873 -2.6826
C 0.0612 1.6252 -8.0274 5.2256 -0.5845 0.5939
O 1.2258 1.9886 -8.1996 -2.7949 -0.6999 0.5927
O -0.2969 0.5888 -7.2602 0.3449 -0.9221 0.5839
H -3.4209 -0.0147 -6.1519 -0.2833 0.2338 -0.1431
H -2.2910 1.0791 -5.3917 0.2625 -0.0495 -0.0313
H -2.1026 -0.7290 -5.4222 0.6502 0.1357 -0.1251
H -1.8544 -0.6060 -7.9443 0.1976 0.0403 -0.1718
H -2.6463 2.2429 -7.4751 -0.0842 0.1262 0.0889
H -2.8417 1.2773 -8.9172 0.4469 0.4079 -0.5718
C 0.9305 -3.8024 -6.7769 -1.0854 -1.2939 -0.0711
C 1.3872 -2.4428 -6.3578 1.3748 -1.2011 -0.1290
C 2.3006 -2.4794 -5.1208 -1.5355 0.8156 -0.0349
O 3.2628 -1.4853 -5.4497 0.4336 0.1633 1.0545
C 3.3462 -1.3798 -6.7914 2.2904 0.5895 -0.3186
O 4.2587 -0.8575 -7.3835 -1.2387 -0.3688 0.7790
O 2.3553 -2.0388 -7.3282 -1.1896 0.0656 -1.8724
H 0.2504 -3.7986 -7.6287 -0.0855 0.2791 0.0385
H 0.4180 -4.3292 -5.9720 -0.3900 0.3125 0.2523
H 1.6903 -4.5372 -7.0428 0.6597 0.6072 -0.0207
H 0.5824 -1.7080 -6.3351 0.0935 0.0390 0.2408
H 2.7524 -3.4572 -4.9539 0.1668 0.0173 -0.1326
H 1.7109 -2.1822 -4.2536 0.4616 0.0399 0.2589
C -0.3317 -6.4844 -0.4405 -0.4650 -0.4515 1.0342
C -0.1107 -5.7791 -1.7211 -0.2284 -0.7840 0.0377
C -1.1198 -4.7225 -2.1185 -0.3026 0.3209 -0.8534
O -0.3620 -3.5079 -2.1204 1.3655 0.9261 0.3281
C 0.9411 -3.7436 -1.7791 0.5438 1.0633 -0.0523
O 1.8485 -2.9111 -1.7033 -2.3669 -2.0274 -0.2950
O 1.0736 -5.0587 -1.5430 2.1552 1.3992 -0.3098
H -0.9569 -7.3591 -0.6195 -0.3382 0.1957 0.4932
H -0.7367 -5.7628 0.2690 -0.6352 -0.2940 0.0773
H 0.5846 -6.8112 0.0512 0.3116 -0.2009 -0.5486
H 0.0051 -6.4951 -2.5348 0.3151 0.0448 -0.0848
H -1.9955 -4.5823 -1.4847 0.0941 -0.2843 0.1478
H -1.4095 -4.8922 -3.1555 -0.3910 0.0926 0.0964
C -4.5961 1.1121 -3.3159 0.9212 1.0965 0.5945
C -4.5706 2.4610 -2.4680 0.8073 -2.0818 -1.9015
C -5.5434 3.4943 -2.9315 0.2515 -0.0253 -1.8983
O -6.3487 3.7314 -1.8362 -1.0884 0.9243 0.2701
C -5.9989 2.9657 -0.8040 -1.6951 0.9129 2.4333
O -6.5395 3.1081 0.2876 1.8624 -1.2603 -2.3808
O -5.0284 2.1210 -1.2020 -0.2997 -0.2991 2.5700
H -5.4242 0.4445 -3.0778 -0.2695 0.6128 0.0639
H -3.7028 0.5386 -3.0686 0.1701 -0.0209 -0.0433
H -4.5690 1.3039 -4.3885 -0.0644 0.1507 0.0756
H -3.5756 2.9012 -2.4018 0.2338 -0.3755 0.0542
H -6.0808 3.0529 -3.7708 -0.5605 0.3627 0.0079
H -5.0698 4.4135 -3.2766 -0.0407 0.0334 0.1115
C 4.9595 -1.7328 -2.5886 -0.6484 0.6574 0.0607
C 6.3445 -1.1179 -2.8387 -2.0005 -2.3291 1.1369
C 7.4337 -2.1699 -2.6948 0.3482 0.0713 1.0992
O 8.0631 -2.2302 -3.9537 -0.1942 0.6747 -0.9519
C 7.5919 -1.1552 -4.6722 4.4379 3.8497 -1.3993
O 8.3240 -0.4436 -5.4231 -3.4051 -3.7450 2.2514
O 6.4298 -0.7158 -4.1660 0.1365 0.5245 -1.1467
H 4.2068 -0.9480 -2.6647 -0.1142 -0.0088 -0.0999
H 4.7867 -2.1941 -1.6162 0.5263 0.2052 0.2643
H 4.6755 -2.5108 -3.2973 0.4288 0.1240 -0.3075
H 6.5330 -0.3031 -2.1396 -0.0620 0.2999 -0.2824
H 7.1428 -3.1654 -2.3597 -0.3598 0.0572 -0.3319
H 8.0723 -1.7598 -1.9124 0.8416 -0.3553 -0.2281
C 2.8257 3.5356 8.3476 0.8461 0.2023 -0.6775
C 2.6570 2.5625 7.2046 0.1169 -0.2483 0.2672
C 2.1399 1.1715 7.5513 0.1390 -0.3195 0.9179
O 0.8206 1.1759 7.0343 -0.0443 -0.9590 0.5044
C 0.7001 2.1930 6.1765 -3.9877 -1.2389 -1.4580
O -0.2443 2.2995 5.4224 1.2326 -0.0141 0.8321
O 1.6521 3.0358 6.3139 2.3476 2.1151 -0.6103
H 3.6522 3.1075 8.9148 -0.3386 0.1531 0.7669
H 1.9241 3.8227 8.8888 0.0555 -0.6383 0.1943
H 3.2268 4.4698 7.9546 -0.0069 0.0796 -0.1562
H 3.6062 2.4187 6.6884 -0.0175 0.4758 -0.3252
H 2.1609 1.0283 8.6316 -0.4739 0.0150 0.1134
H 2.6796 0.3230 7.1306 0.1061 0.2854 -0.3905
C 6.6819 4.3805 -0.6259 -0.6775 1.2452 -0.6114
C 5.3470 3.8638 -1.2507 2.0631 -2.4002 0.6412
C 5.5639 2.4901 -2.0087 0.4564 1.1376 -0.2423
O 4.6838 1.5703 -1.3846 -1.0712 -0.1797 1.3280
C 4.0381 2.1735 -0.3238 -2.0896 -0.5715 -0.4250
O 3.0675 1.7595 0.3155 2.9105 0.3197 -1.6076
O 4.5296 3.3882 -0.1541 -0.3052 1.4566 0.2868
H 7.3809 4.6861 -1.4045 0.0020 -0.3093 -0.2465
H 7.2195 3.7588 0.0901 -0.4800 -0.6637 -0.3205
H 6.5225 5.3147 -0.0875 -0.3784 0.0697 0.0692
H 4.8344 4.5556 -1.9191 -0.1313 0.2749 0.6206
H 6.6060 2.1803 -1.9299 -0.0727 -0.2743 0.2790
H 5.3429 2.5329 -3.0752 -0.2442 0.0394 0.0878
C -3.0167 4.2898 0.4569 1.3707 -0.0271 0.6880
C -1.9685 5.3189 1.1128 -2.7871 -1.7323 -0.2015
C -1.2466 6.2178 0.1481 0.1670 -0.6196 0.9696
O -1.7209 7.5014 0.5536 3.7111 0.5502 -3.0780
C -2.6160 7.4228 1.4657 -3.6938 2.9140 0.1136
O -3.3104 8.3799 1.7395 0.8415 -0.8575 0.7933
O -2.8443 6.1925 1.7696 -1.4338 -0.7798 2.2237
H -3.4832 4.7013 -0.4382 0.5468 0.2839 -0.2924
H -3.8947 4.1017 1.0748 0.3603 0.0900 0.6365
H -2.5470 3.3300 0.2417 0.0013 0.0062 -0.2738
H -1.3080 5.0256 1.9288 0.0548 -1.1561 -0.4138
H -1.5015 5.9709 -0.8825 0.3764 0.4458 -0.0180
H -0.2248 6.0236 0.4743 0.5069 0.8725 -1.0953
C 4.8242 -2.1996 8.1113 -0.7638 -2.0831 -0.0047
C 3.8009 -3.4283 8.0103 0.8735 1.0902 0.0284
C 3.2858 -3.8621 6.6198 0.2593 0.8843 1.7572
O 3.2904 -5.2940 6.7492 -1.2785 0.1917 -1.6144
C 3.8930 -5.6837 7.8581 1.7581 -3.6321 0.5680
O 4.0978 -6.8421 8.2217 -1.1529 2.4336 -1.1321
O 4.4371 -4.6634 8.4529 0.5579 2.4491 1.5687
H 5.7285 -2.5511 7.6146 0.1963 0.2635 0.1258
H 4.9955 -2.0459 9.1767 0.2680 0.0099 -0.0936
H 4.5086 -1.2517 7.6755 -0.4203 -0.3560 -0.1796
H 2.9859 -3.2291 8.7063 -0.1592 -0.1299 -0.0552
H 3.9560 -3.4454 5.8679 -0.2010 -0.6827 -0.3958
H 2.2774 -3.4567 6.5373 0.1593 -0.4503 -0.6085
C -3.9862 8.0207 -6.4556 0.2961 0.3569 0.6495
C -3.1818 6.7456 -6.6627 0.4701 0.9350 -0.0461
C -1.7090 6.6868 -6.2172 -0.1307 -0.3738 -0.5502
O -1.6561 5.4291 -5.5696 1.6692 -1.0036 1.2726
C -2.8014 4.7751 -5.5285 -0.6937 -1.5356 -0.3384
O -2.9659 3.6028 -5.1755 0.3531 3.0864 -0.5414
O -3.7395 5.5953 -6.0350 -1.2510 -0.6661 -0.0107
H -3.6099 8.7335 -7.1894 -0.4764 -0.0135 -0.3100
H -3.8638 8.5614 -5.5171 0.4968 -0.4977 0.4236
H -5.0670 7.8823 -6.4853 0.1157 -0.2286 -0.7048
H -3.0723 6.6217 -7.7401 -0.8953 -0.6090 -0.1050
H -1.2977 7.4741 -5.5854 -0.2730 -0.0823 0.0986
H -1.1074 6.5247 -7.1116 0.3071 0.6106 0.1441
C -5.3320 -1.7271 -0.9530 -0.9387 0.3289 -0.8857
S -6.9777 -0.9416 -1.2679 -1.0968 -1.7800 1.4928
O -7.9392 -2.0346 -1.7743 1.4489 1.4308 0.4030
C -7.3597 -0.6699 0.5378 -0.5722 0.3172 -0.6847
H -5.4491 -2.7605 -0.6265 -0.1580 0.1286 -0.0339
H -4.7680 -1.1305 -0.2360 0.0025 0.0299 -0.2214
H -4.9298 -1.6738 -1.9646 0.6171 -0.2788 0.1892
H -7.8087 -1.5350 1.0257 0.6140 -0.5043 -0.3298
H -8.1635 0.0620 0.6176 0.2945 0.3954 -0.2340
H -6.4511 -0.3066 1.0180 -0.2414 0.0001 0.0720
C -0.4499 -2.8021 5.3653 -0.4746 -1.1805 -0.0183
S -1.4450 -1.3116 5.5535 -0.6173 0.0954 -1.1841
O -2.7296 -1.6908 4.7873 1.3058 0.4183 1.2579
C -1.7562 -1.3216 7.3529 0.1739 -0.9627 -0.3362
H -1.0750 -3.6604 5.6116 -0.2939 0.0717 0.5466
H 0.4958 -2.9175 5.8948 -0.1413 0.6474 0.0209
H -0.2977 -2.9942 4.3033 0.2785 0.7487 -0.0988
H -2.4314 -0.5088 7.6203 -0.0214 -0.1906 -0.2024
H -0.8237 -1.2281 7.9097 0.1910 0.3191 -0.3219
H -2.1295 -2.3175 7.5918 -0.4978 0.1464 0.1020
C -2.1436 -3.1278 1.4610 -0.1806 -0.5986 0.4048
S -3.8467 -3.9265 1.3632 1.1311 -0.4876 0.3072
O -3.7068 -5.0024 0.3083 -0.0795 0.7117 0.4899
C -3.8469 -4.8326 2.9738 0.8798 0.0681 -0.2106
H -1.3233 -3.8453 1.4401 -0.3591 -0.6829 -0.2248
H -1.9478 -2.6210 2.4059 -0.6591 0.4863 -0.0086
H -1.9857 -2.4953 0.5874 -0.3860 0.1788 0.1135
H -2.9197 -5.4049 2.9437 -0.0449 -0.2314 0.0922
H -4.6842 -5.5225 3.0795 -0.0875 0.2099 -0.5355
H -3.8089 -4.2058 3.8647 -0.0383 0.4719 -0.2920
C 3.2628 -4.4027 2.1167 0.8297 0.1189 -1.0547
S 4.2846 -5.7141 1.3640 -0.1088 -0.7896 0.9112
O 3.3770 -6.9105 1.3602 0.3633 0.3620 -0.6861
C 4.6096 -5.0710 -0.3170 -1.0031 0.7316 -0.3491
H 2.8242 -4.7622 3.0475 0.2114 -0.2166 -0.1816
H 2.4969 -4.0801 1.4114 -0.0262 0.1549 0.1220
H 4.0064 -3.6320 2.3201 -0.4199 0.3845 0.1228
H 5.4202 -5.5517 -0.8646 -0.0310 -0.4253 0.5599
H 4.8409 -4.0066 -0.2770 0.2158 0.0778 0.4750
H 3.7100 -5.0835 -0.9323 -0.2155 -0.3647 0.0894
C 0.7730 -7.0307 3.5048 0.2951 0.0672 0.5375
S 0.0612 -6.3844 5.0777 -1.5799 -1.9996 0.2848
O -1.3829 -6.9455 5.0687 2.0848 1.1582 0.1184
C 1.0233 -7.4465 6.2722 0.2028 -0.4105 -0.6159
H 0.4253 -8.0448 3.3080 -0.2831 0.0998 0.2422
H 1.8625 -7.0602 3.5149 0.0252 0.2055 0.1134
H 0.4515 -6.3584 2.7093 -0.1000 -0.0243 0.1033
H 2.0796 -7.3462 6.0227 -0.0675 -0.1217 -0.1542
H 0.6828 -8.4754 6.1563 0.0117 -0.0096 -0.5167
H 0.9679 -7.3000 7.3509 -0.5659 0.9640 -0.1774
C 0.4042 3.3427 -4.2398 1.0375 -0.6041 0.2864
S 0.1153 4.4915 -2.8791 -1.5206 1.3003 -1.1015
O -0.0659 3.7520 -1.5984 0.8240 -0.3999 -0.0810
C 1.7412 5.3362 -2.8660 -0.2974 -0.8074 1.3470
H 0.3806 3.8049 -5.2267 0.1248 0.4189 0.2844
H -0.2544 2.4761 -4.2968 -0.3505 0.3149 0.5431
H 1.4041 2.9825 -3.9978 0.1293 -0.3642 -0.4952
H 1.6862 5.7535 -1.8605 0.0959 0.3171 0.0486
H 1.9331 6.1505 -3.5647 -0.2996 -0.4467 -0.2869
H 2.5077 4.5642 -2.7985 0.2402 0.0744 -0.4395
```
Positions in Å, forces in eV/Å.

Calculated values
**Total charge**: 0

***

One value per record, in order, for frontier orbital gap: 9.55; 8.18 eV.
One value per record, in order, for LUMO: 0.706; -0.640 eV.